(1)
C4H7N2S | ωB97M-V/def2-TZVPD

For the energy relative to the best compared isomer or geometry (same formula, charge and spin), the calculation gives 67.7 kcal per mole. The molar mass comes out at 115.18 g/mol.

```
! RIJCOSX wB97M-V def2-TZVPD def2/J DEFGRID3
* xyz 1 1
S -1.3224 0.9243 -0.5293
N -1.2417 -1.3451 0.4936
N 3.2536 0.9820 0.1023
C -0.3829 -0.4781 -0.0015
C -2.7871 0.1591 -0.0680
C -2.5061 -1.0442 0.4696
C 2.2252 0.7776 -0.6598
H 3.0434 1.5927 0.8655
H -0.7845 -2.2271 0.7332
H 1.3158 1.2334 -0.4162
H -3.2874 -1.8399 0.8910
H 4.1031 0.4410 -0.0415
H -3.7514 0.5061 -0.2366
H 2.1224 0.3183 -1.6022
*
```

***

(2)
C2HBrCl3NO2 | ωB97M-V/def2-TZVPD

As for the structure (SMILES): O=[N+]([O-])[C@H](Br)C(Cl)(Cl)Cl. For the energy relative to the best compared isomer or geometry (same formula, charge and spin), the calculation gives 7.4 kcal per mole. The molar mass comes out at 257.30 g/mol.

```
! RIJCOSX wB97M-V def2-TZVPD def2/J DEFGRID3
* xyz 0 1
Br -0.7069 -1.0252 -1.9199
Cl 1.9291 0.4783 -0.9097
Cl -0.2000 2.5177 -1.1905
Cl 0.6553 1.6781 1.2906
O 0.8673 -1.9065 0.3389
O -0.6315 -1.3955 1.8721
N -0.0766 -1.3024 0.7876
C 0.3767 1.0765 -0.2789
C -0.6672 -0.2777 -0.1699
H -1.5461 0.1566 0.1797
*
```

***

(3)
C23H66N2O11 | ωB97M-V/def2-TZVPD

The total energy comes out at -50417.86741 eV. As for the structure (SMILES): COCCNCCOC.COCCNCCOC.CC(C)O.CC(C)O.CO.CO.CO.CO.CO. The molar mass comes out at 546.78 g/mol.

```
! RIJCOSX wB97M-V def2-TZVPD def2/J DEFGRID3
* xyz 0 1
O 0.4082 -5.8022 -0.7497
O 1.4069 1.1747 2.6697
O -2.7046 -1.1959 4.5157
O 0.4656 3.1705 -1.3459
O -4.3559 -1.3869 -6.0435
O -1.3141 -1.3286 -1.5795
O -3.3257 -0.3594 0.0094
O 0.6335 -1.7574 -3.4737
O -0.0454 -4.3438 1.9499
O 4.2728 0.3660 -2.0419
O 2.8102 4.2670 1.6622
N -1.6691 1.0502 2.3419
N 3.3679 2.6527 -0.4780
C -1.4658 -4.4354 2.0191
C -3.4969 -1.5704 3.3973
C -1.1926 0.5484 3.6318
C -0.6534 1.2362 1.2648
C -3.6103 -0.8564 -4.9485
C -0.0699 -7.1002 -0.5704
C -0.7104 2.6526 -1.9343
C 0.6162 1.9276 1.7604
C -5.4845 0.3993 0.7081
C 2.6721 1.7892 2.8685
C 5.3601 -0.9504 -0.3481
C 4.1706 -0.8675 -1.2821
C 1.5890 2.9130 -2.1709
C 2.5037 5.0124 2.8100
C 2.8263 3.5155 -1.5391
C -2.3451 0.1812 4.5604
C 4.4877 3.2366 0.2515
C 2.8238 -0.8883 -0.5659
C -0.8722 -2.3607 -0.7117
C -4.6024 0.0665 -0.4751
C -5.1656 -1.0242 -1.3969
C 0.7423 -0.3993 -3.9509
C 4.1355 4.3906 1.2170
H 2.6386 -1.9201 -0.2497
H 5.2105 -1.6980 0.4299
H -1.5672 2.8794 -1.2980
H 4.2011 5.3160 0.6251
H -4.4154 0.9762 -1.0577
H -4.9376 0.9875 1.4495
H 6.2763 -1.0601 -0.9242
H -0.6512 1.3553 4.1257
H 4.9784 2.4357 0.8130
H -3.2483 0.7899 4.4447
H 1.7521 1.8495 -2.3577
H 0.6630 -7.8900 -0.3922
H 0.4391 -4.7208 2.6835
H 0.3717 2.9582 2.0492
H 0.3163 -5.2902 0.0617
H 1.3120 2.0519 0.9166
H 1.2638 0.0811 -3.1174
H 4.1212 -1.5815 -2.1080
H 1.3578 -2.2141 -3.9125
H -0.2227 0.0529 -4.1913
H -4.3889 -0.9617 3.2274
H -0.9910 3.0995 -2.8953
H 2.5035 2.8615 2.9885
H 0.2089 -2.4166 -0.6353
H -3.8100 -2.5868 3.6302
H 2.7224 -0.2345 0.3012
H -2.7946 -1.5156 -4.6407
H -1.2960 -2.1998 0.2854
H 3.3529 1.5720 2.0373
H -0.8554 -7.1829 0.1928
H -2.3265 0.3797 1.9618
H 3.0822 4.7535 3.7052
H -2.7441 -0.5625 -0.7406
H 1.5002 3.3936 -3.1519
H -3.2491 0.1387 -5.2212
H -1.1316 1.8187 0.4831
H 1.3357 -0.2904 -4.8626
H -0.5959 1.5689 -2.0263
H 4.9046 4.4928 1.9869
H -5.6837 -1.8752 -0.9608
H -2.9122 -1.5499 2.4761
H -0.6572 -7.4385 -1.4333
H 2.6038 6.0948 2.6939
H 2.5841 4.4708 -1.0568
H 3.5156 3.7150 -2.3634
H -1.8041 -5.4718 2.0931
H -6.3006 1.0591 0.4071
H -1.9621 0.3210 5.5760
H -5.8755 -0.4888 1.2039
H 5.3829 0.0386 0.1174
H -4.3306 -1.3843 -1.9988
H -5.8477 -0.4992 -2.0742
H 4.0160 1.0971 -1.4420
H 2.0383 -0.6142 -1.2722
H -1.8857 -3.8458 1.2179
H -1.4393 -3.2714 -0.9406
H -3.7883 -2.0387 -6.4610
H -1.7181 -3.9664 2.9779
H -4.2511 -0.7774 -4.0707
H 3.0914 1.3153 3.7542
H 2.6340 2.7352 0.2344
H 1.4774 4.7562 3.0707
H -0.5454 -0.3267 3.5025
H -0.6935 -1.2665 -2.3158
H 5.2172 3.5635 -0.4964
H -0.3613 0.2383 0.9132
*
```

***

(4)
C2H9N2O | ωB97M-V/def2-TZVPD

For the energy relative to the best compared isomer or geometry (same formula, charge and spin), the calculation gives 24.5 kcal per mole. The molar mass comes out at 77.11 g/mol.

```
! RIJCOSX wB97M-V def2-TZVPD def2/J DEFGRID3
* xyz 1 1
O -1.9018 0.3136 -1.1078
N 1.0934 0.1012 0.3324
N -0.3711 -0.3670 2.1168
C 1.3439 0.1045 -1.1157
C -0.0533 -0.3040 0.8230
H 0.5561 -0.3890 -1.6651
H -2.3487 1.1737 -1.1456
H 1.6198 0.7306 0.9265
H 2.3128 -0.3686 -1.2457
H 1.3964 1.1277 -1.4867
H 0.1864 0.1850 2.7520
H -2.3812 -0.1659 -1.7971
H -0.6705 -0.9095 0.1806
H -0.7823 -1.2322 2.4324
*
```

***

(5)
C20H23ClN2O4S | ωB97M-V/def2-TZVPD

As for the structure (SMILES): O=C1CCN(S(=O)(=O)c2ccccc2)CCN1CCOCc1ccc(Cl)cc1. For the energy relative to the best compared isomer or geometry (same formula, charge and spin), the calculation gives 10.8 kcal per mole. The molar mass comes out at 422.93 g/mol.

```
! RIJCOSX wB97M-V def2-TZVPD def2/J DEFGRID3
* xyz 0 1
Cl 1.0882 3.1886 -5.4617
S -2.7746 0.0236 1.1429
O 2.6705 -1.3859 -1.0173
O 0.8150 -3.9840 2.3368
O -2.3689 -0.2898 -0.2035
O -3.9805 -0.5709 1.6332
N 1.0103 -1.9623 1.3696
N -1.5633 -0.3133 2.2622
C 2.8797 1.2927 -4.7778
C -3.0334 4.5269 1.6232
C 0.2876 -2.9741 1.9073
C -3.4485 3.6908 2.6491
C -1.6456 -1.6187 2.8801
C 1.6018 1.7901 -4.5843
C 0.4200 -0.7689 0.8021
C 2.4281 -0.4491 -3.1756
C -1.2175 -2.7779 1.9718
C 2.8552 -2.5034 -0.1784
C -0.2500 0.1265 1.8531
C -2.5411 3.9977 0.4407
C 2.4430 -2.1263 1.2460
C 0.7305 1.1805 -3.6954
C 2.8590 -1.6578 -2.3892
C 1.1473 0.0622 -2.9988
C 3.2874 0.1772 -4.0671
C -2.8738 1.8014 1.3121
C -2.4604 2.6233 0.2820
C -3.3680 2.3170 2.4944
H 2.2418 -3.3482 -0.5246
H -2.0916 2.1735 -0.6266
H -2.2228 4.6526 -0.3560
H 4.2857 -0.2079 -4.2135
H -0.3264 -1.0229 0.0443
H 3.9139 -1.8992 -2.5898
H 3.9104 -2.8169 -0.1881
H 3.5487 1.7755 -5.4727
H 0.3799 0.1892 2.7467
H -3.0977 5.5978 1.7453
H 2.9422 -1.1974 1.5317
H -3.6888 1.6352 3.2653
H -3.8352 4.1099 3.5655
H -1.6274 -2.6122 0.9732
H 1.2209 -0.2135 0.3148
H -1.6324 -3.7072 2.3651
H -1.0422 -1.6049 3.7931
H 0.4715 -0.4168 -2.3076
H -0.2644 1.5729 -3.5555
H 2.2500 -2.5296 -2.6825
H 2.7352 -2.9320 1.9228
H -2.6954 -1.7449 3.1497
H -0.3739 1.1308 1.4417
*
```